{"formula": "C32H36N6Pt", "method": "the ωB97M-V functional and the def2-TZVPD basis", "homo_ev": -6.29, "gap_ev": 6.88, "elements": ["Pt", "C", "C", "C", "C", "C", "N", "C", "C", "C", "C", "C", "C", "C", "N", "C", "C", "C", "N", "C", "C", "N", "C", "C", "C", "N", "H", "H", "H", "H", "H", "H", "H", "H", "H", "H", "H", "H", "H", "H", "H", "H", "H", "H", "C", "C", "C", "C", "C", "C", "C", "C", "N", "C", "C", "C", "C", "H", "H", "H", "H", "H", "H", "H", "H", "H", "H", "H", "H", "H", "H", "H", "H", "H", "H"], "coordinates": [[0.09, 0.12, -0.15], [-4.16, 4.44, 3.02], [-3.06, 3.86, 2.17], [-1.77, 4.38, 2.18], [-0.76, 3.81, 1.43], [-0.98, 2.72, 0.57], [0.05, 2.13, -0.14], [1.07, 2.91, -0.64], [0.80, 4.20, -1.12], [1.76, 5.05, -1.61], [3.09, 4.65, -1.66], [4.18, 5.55, -2.18], [3.38, 3.37, -1.23], [2.41, 2.48, -0.74], [2.87, 1.17, -0.38], [4.15, 0.72, -0.44], [4.19, -0.57, -0.01], [2.87, -0.88, 0.31], [2.09, 0.17, 0.11], [-2.29, 2.22, 0.56], [-3.29, 2.77, 1.36], [-2.68, 1.13, -0.28], [-3.90, 0.88, -0.80], [-3.82, -0.25, -1.57], [-2.48, -0.65, -1.49], [-1.81, 0.19, -0.72], [-3.85, 5.39, 3.46], [-4.42, 3.76, 3.84], [-5.07, 4.61, 2.45], [-1.53, 5.22, 2.82], [0.24, 4.21, 1.49], [-0.23, 4.53, -1.10], [1.48, 6.04, -1.96], [3.81, 6.56, -2.34], [4.58, 5.18, -3.13], [5.02, 5.61, -1.48], [4.42, 3.06, -1.28], [4.95, 1.34, -0.79], [5.05, -1.21, 0.05], [2.42, -1.80, 0.64], [-4.28, 2.31, 1.36], [-4.72, 1.55, -0.63], [-4.61, -0.71, -2.13], [-1.96, -1.48, -1.93], [0.63, -6.24, -2.49], [0.67, -4.73, -2.43], [1.06, -3.99, -3.54], [1.09, -2.61, -3.45], [1.51, -1.76, -4.62], [0.74, -1.99, -2.26], [0.34, -2.69, -1.09], [0.32, -4.10, -1.24], [0.03, -1.94, 0.03], [-0.48, -2.41, 1.35], [0.37, -1.78, 2.47], [-1.93, -1.95, 1.56], [-0.47, -3.92, 1.63], [0.95, -6.60, -3.47], [-0.39, -6.60, -2.31], [1.28, -6.68, -1.74], [1.33, -4.49, -4.46], [1.73, -2.38, -5.49], [2.41, -1.19, -4.39], [0.73, -1.05, -4.90], [0.77, -0.91, -2.23], [0.04, -4.75, -0.43], [0.48, -0.70, 2.33], [1.37, -2.23, 2.50], [-0.10, -1.95, 3.44], [-2.01, -0.86, 1.55], [-2.30, -2.30, 2.53], [-2.58, -2.36, 0.78], [0.52, -4.35, 1.52], [-1.18, -4.46, 1.01], [-0.78, -4.06, 2.67]]}

***

{"formula": "C32H36N9OPd", "method": "the ωB97M-V functional and the def2-TZVPD basis", "homo_ev": [-16.06, -16.64], "e_above_lowest_kj_mol": 35.3, "multiplicity": 5, "gap_ev": [7.63, 4.83], "total_charge": 3, "elements": ["Pd", "C", "N", "C", "C", "C", "C", "C", "C", "N", "C", "C", "C", "C", "C", "C", "N", "C", "C", "C", "C", "C", "N", "H", "H", "H", "H", "H", "H", "H", "H", "H", "H", "H", "H", "H", "H", "H", "H", "H", "H", "C", "C", "C", "O", "H", "H", "H", "H", "H", "H", "H", "C", "C", "N", "C", "C", "N", "C", "N", "N", "N", "C", "C", "C", "C", "C", "C", "H", "H", "H", "H", "H", "H", "H", "H", "H", "H", "H"], "coordinates": [[0.02, -0.28, -0.27], [-1.51, 2.14, 0.97], [-0.11, 1.82, 0.57], [0.34, 2.69, -0.53], [-0.32, 2.32, -1.84], [-0.42, 3.22, -2.89], [-1.05, 2.83, -4.06], [-1.57, 1.54, -4.15], [-1.42, 0.70, -3.07], [-0.79, 1.07, -1.94], [0.80, 1.85, 1.73], [0.61, 0.62, 2.59], [0.68, 0.68, 3.97], [0.50, -0.49, 4.70], [0.24, -1.68, 4.03], [0.18, -1.65, 2.65], [0.39, -0.53, 1.94], [-2.53, 1.04, 0.75], [-3.87, 1.29, 0.95], [-4.79, 0.28, 0.76], [-4.34, -0.98, 0.37], [-2.98, -1.16, 0.19], [-2.10, -0.17, 0.38], [-1.84, 3.03, 0.45], [-1.51, 2.38, 2.04], [1.42, 2.59, -0.63], [0.13, 3.74, -0.31], [-0.05, 4.23, -2.77], [-1.16, 3.52, -4.88], [-2.10, 1.21, -5.03], [-1.82, -0.31, -3.08], [0.66, 2.75, 2.32], [1.82, 1.86, 1.34], [0.85, 1.62, 4.47], [0.55, -0.47, 5.78], [0.09, -2.60, 4.56], [-0.06, -2.54, 2.08], [-4.20, 2.28, 1.26], [-5.84, 0.46, 0.91], [-5.02, -1.80, 0.21], [-2.57, -2.11, -0.11], [0.11, -4.81, -0.71], [0.83, -3.48, -0.79], [2.02, -3.37, 0.18], [-0.04, -2.41, -0.70], [0.82, -5.63, -0.77], [-0.61, -4.91, -1.52], [-0.43, -4.89, 0.24], [1.27, -3.37, -1.80], [1.71, -3.66, 1.18], [2.41, -2.35, 0.21], [2.80, -4.05, -0.14], [3.93, 0.39, 0.00], [3.31, -0.04, -1.28], [2.03, -0.23, -1.49], [1.90, -0.70, -2.79], [3.12, -0.80, -3.37], [4.03, -0.39, -2.39], [5.46, -0.35, -2.54], [6.03, 0.98, -2.77], [6.58, 1.65, -1.67], [7.06, 2.76, -2.05], [6.84, 2.86, -3.42], [7.23, 3.83, -4.30], [6.87, 3.66, -5.69], [6.18, 2.54, -6.13], [5.80, 1.54, -5.24], [6.17, 1.72, -3.86], [3.17, 0.35, 0.78], [4.34, 1.40, -0.05], [4.75, -0.27, 0.30], [0.95, -0.95, -3.22], [3.43, -1.17, -4.33], [5.76, -0.99, -3.36], [5.93, -0.71, -1.63], [7.82, 4.68, -3.97], [7.15, 4.42, -6.40], [5.93, 2.44, -7.18], [5.26, 0.67, -5.58]]}

***

{"formula": "C32H37Cl2KN3O8P", "method": "the ωB97M-V functional and the def2-TZVPD basis", "homo_ev": -2.08, "e_above_lowest_kj_mol": 142.0, "gap_ev": 6.20, "total_charge": -2, "elements": ["K", "O", "C", "C", "N", "C", "C", "O", "O", "C", "C", "O", "O", "H", "H", "H", "H", "H", "H", "H", "H", "H", "O", "C", "O", "C", "C", "C", "C", "C", "C", "P", "C", "C", "C", "C", "C", "C", "C", "C", "C", "C", "C", "C", "H", "H", "H", "H", "H", "H", "H", "H", "H", "H", "H", "H", "H", "H", "C", "N", "C", "C", "C", "N", "C", "C", "O", "H", "H", "H", "H", "H", "H", "H", "H", "H", "H", "H", "H", "Cl", "C", "Cl", "H", "H"], "coordinates": [[0.20, -0.20, 0.00], [1.42, 2.62, -2.14], [0.82, 3.05, -0.94], [1.74, 2.97, 0.28], [2.02, 1.61, 0.69], [3.26, 1.03, 0.17], [3.02, -0.09, -0.87], [3.88, -1.00, -0.92], [2.00, 0.03, -1.59], [1.84, 1.41, 2.12], [0.34, 1.58, 2.55], [0.13, 2.35, 3.50], [-0.48, 0.86, 1.92], [1.64, 1.67, -2.03], [-0.08, 2.46, -0.70], [0.52, 4.09, -1.08], [1.25, 3.50, 1.10], [2.67, 3.52, 0.04], [3.88, 0.63, 0.98], [3.85, 1.79, -0.36], [2.45, 2.10, 2.72], [2.12, 0.39, 2.37], [-3.45, -0.01, -0.33], [-2.80, -0.69, 0.48], [-1.78, -1.40, 0.23], [-3.28, -0.73, 1.91], [-4.53, -0.23, 2.24], [-4.98, -0.28, 3.54], [-4.17, -0.83, 4.52], [-2.91, -1.33, 4.20], [-2.44, -1.28, 2.88], [-0.79, -1.87, 2.33], [-1.20, -3.61, 1.86], [-0.15, -4.51, 1.66], [-0.37, -5.77, 1.14], [-1.65, -6.18, 0.81], [-2.71, -5.31, 1.03], [-2.49, -4.04, 1.54], [-0.10, -2.23, 4.05], [0.35, -1.09, 4.74], [1.01, -1.20, 5.95], [1.26, -2.45, 6.51], [0.81, -3.58, 5.85], [0.13, -3.47, 4.64], [-5.13, 0.20, 1.44], [-5.97, 0.10, 3.80], [-4.51, -0.88, 5.55], [-2.30, -1.75, 4.98], [0.86, -4.20, 1.91], [0.47, -6.44, 0.97], [-1.83, -7.16, 0.39], [-3.72, -5.62, 0.79], [-3.33, -3.37, 1.68], [0.15, -0.11, 4.31], [1.35, -0.30, 6.46], [1.79, -2.54, 7.45], [0.99, -4.56, 6.28], [-0.23, -4.37, 4.16], [1.61, -3.20, -1.92], [2.39, -3.63, -0.77], [3.67, -4.25, -1.09], [4.20, -4.95, 0.15], [4.36, -3.90, 1.24], [3.13, -3.16, 1.41], [3.13, -2.27, 2.56], [2.28, -2.86, 0.36], [1.39, -2.03, 0.48], [2.03, -2.30, -2.37], [0.59, -2.97, -1.60], [1.59, -4.01, -2.65], [4.38, -3.48, -1.43], [3.51, -4.96, -1.90], [5.15, -5.44, -0.05], [3.47, -5.70, 0.48], [5.18, -3.22, 0.99], [4.60, -4.38, 2.20], [4.01, -1.61, 2.53], [3.15, -2.85, 3.49], [2.23, -1.67, 2.54], [-3.28, -0.35, -4.51], [-2.46, -0.93, -3.04], [-0.79, -0.34, -2.96], [-2.44, -2.01, -3.09], [-2.98, -0.56, -2.16]]}

***

| no. | E_tot (Eh) |
| --- | --- |
| 1 | -1688.85016 |
| 2 | -1935.93446 |
| 3 | -3869.65672 |